# 1
Below is a molecular structure, C24H17IrN5O2, with properties calculated with ωB97M-V/def2-TZVPD.

## Properties
max |F| = 0.9 eV/A
HOMO-LUMO gap (spin up / spin down) = 6.3 / 5.7 eV
2S+1 = 2
HOMO (spin up / spin down) = -0.5312 / -0.5341 hartree
charge = +2
LUMO (spin up / spin down) = -8.14 / -8.83 eV

XYZ file:
```
49
Properties=species:S:1:pos:R:3:forces:R:3:mulliken_spin:R:1
Ir -0.282 -0.060 -0.245 0.296 0.603 -0.560 0.137
C 0.303 -3.577 2.372 -0.002 -0.006 0.040 0.003
C 0.169 -2.797 1.216 0.056 -0.005 -0.043 -0.003
N 0.036 -1.483 1.243 0.054 -0.123 -0.034 0.006
C 0.067 -0.866 2.466 -0.026 -0.008 -0.014 -0.002
C 0.143 -1.571 3.672 0.004 -0.033 -0.054 0.005
C 0.272 -2.976 3.600 -0.006 0.020 -0.035 -0.004
C 0.061 -0.839 4.882 -0.012 0.009 0.049 -0.020
C -0.113 0.517 4.865 -0.012 0.014 -0.012 0.008
C -0.151 1.228 3.649 -0.028 -0.040 -0.013 -0.024
C -0.009 0.545 2.466 0.181 0.096 -0.188 -0.008
N -0.008 1.074 1.149 -0.147 0.056 0.569 -0.051
C 0.236 2.436 0.820 -0.041 -0.156 0.221 0.004
C 0.812 3.394 1.617 0.003 -0.024 -0.051 -0.020
C 0.945 4.711 1.132 0.017 -0.018 0.037 0.008
C 0.513 5.048 -0.120 0.017 0.057 -0.011 -0.021
C -0.018 4.061 -0.987 -0.023 -0.042 -0.036 0.003
C -0.453 4.305 -2.308 -0.001 -0.029 0.012 -0.003
C -0.923 3.262 -3.061 0.011 0.026 -0.005 0.003
C -0.923 1.967 -2.525 0.046 -0.076 -0.058 0.009
N -0.504 1.706 -1.301 -0.157 -0.019 0.081 0.004
C -0.104 2.747 -0.515 -0.065 0.077 -0.023 -0.011
H 0.409 -4.647 2.270 0.001 0.000 0.002 0.000
H 0.168 -3.269 0.245 0.017 0.007 0.034 0.005
H 0.344 -3.559 4.509 0.001 0.004 0.004 0.000
H 0.108 -1.373 5.822 0.004 -0.001 -0.001 0.000
H -0.224 1.060 5.793 -0.002 0.009 -0.006 0.000
H -0.342 2.289 3.658 0.037 0.033 0.046 0.000
H 1.201 3.145 2.592 -0.015 0.047 0.045 0.000
H 1.393 5.460 1.769 0.002 -0.008 0.008 0.000
H 0.597 6.067 -0.473 -0.004 0.000 0.000 0.000
H -0.416 5.309 -2.711 0.001 0.003 0.003 0.000
H -1.280 3.411 -4.069 -0.004 0.005 0.003 0.000
H -1.256 1.122 -3.114 0.028 0.044 0.028 -0.008
O -1.584 -2.519 -1.037 -0.409 -0.082 -0.274 0.188
N -1.424 -2.812 -2.174 0.177 0.115 0.280 -0.037
N -0.548 -1.869 -2.812 -0.049 -0.068 0.048 0.302
O -0.158 -0.828 -2.175 0.023 -0.492 -0.097 0.138
C -0.181 -2.100 -4.120 0.004 0.024 0.097 0.060
C -0.741 -3.187 -4.826 0.009 -0.004 -0.070 0.133
C -0.352 -3.387 -6.130 -0.022 -0.008 0.029 -0.056
C 0.576 -2.534 -6.728 0.004 -0.002 -0.018 0.174
C 1.129 -1.464 -6.018 -0.002 0.016 0.032 -0.023
C 0.759 -1.237 -4.715 0.041 -0.015 -0.060 0.093
H -1.460 -3.842 -4.360 0.002 0.002 0.014 0.000
H -0.771 -4.211 -6.691 0.003 0.002 -0.005 0.001
H 0.875 -2.706 -7.754 0.001 0.000 0.001 0.004
H 1.855 -0.818 -6.492 0.000 -0.004 -0.006 0.001
H 1.187 -0.429 -4.140 -0.014 -0.005 -0.005 0.002
```
Positions in Å, forces in eV/Å.

***

# 2
Below is a molecular structure, C14H32LaNO2P2Si, with properties calculated with ωB97M-V/def2-TZVPD.

## Properties
max |F| = 5.2 eV/A
HOMO-LUMO gap (spin up / spin down) = 3.0 / 3.3 eV
HOMO (spin up / spin down) = -0.3814 / -0.3902 hartree
charge = +2
LUMO (spin up / spin down) = -7.42 / -7.33 eV

XYZ file:
```
53
Properties=species:S:1:pos:R:3:forces:R:3:mulliken_charge:R:1
La -0.363 1.111 -0.193 -2.812 -0.339 4.337 1.414
P 2.250 1.499 0.809 2.258 0.133 0.075 0.629
C 3.059 1.312 -0.869 -1.296 -1.051 0.023 -1.282
C 2.136 1.479 -2.062 -0.335 -0.314 0.354 0.790
N 0.960 0.769 -2.041 1.684 -0.716 -2.124 -0.401
C 0.265 0.585 -3.211 -0.096 -0.234 0.707 0.758
C 0.561 1.350 -4.320 -0.277 -0.012 -0.422 -0.597
C 1.619 2.251 -4.268 0.031 0.063 -0.242 -0.636
C 2.444 2.274 -3.148 0.403 0.285 0.090 -0.659
C -0.799 -0.500 -3.213 -0.137 -0.024 -0.334 -1.248
P -2.066 -0.400 -1.847 -0.561 -0.955 -1.608 0.664
H 3.337 2.901 -3.100 -0.273 -0.250 -0.188 0.441
H -0.051 1.220 -5.216 0.338 0.119 0.209 0.431
H 1.835 2.890 -5.123 -0.023 -0.150 0.185 0.466
H -1.358 -0.475 -4.161 0.317 -0.069 0.194 0.415
H -0.335 -1.501 -3.123 0.050 0.511 -0.051 0.459
H 3.846 2.006 -0.912 1.212 0.926 -0.190 0.520
H 3.496 0.294 -0.864 -0.296 0.403 -0.271 0.463
H -1.587 3.939 -1.142 -0.958 1.080 0.354 0.253
O -0.988 3.247 -1.368 1.104 -0.746 -0.708 -0.294
H -0.544 3.535 -2.188 -0.177 -0.079 0.265 0.241
H -2.423 -1.244 3.708 -0.854 1.721 1.547 -0.512
O -1.638 -0.157 2.192 1.184 2.407 -3.279 -0.596
H -2.304 0.327 2.705 0.182 -0.602 0.214 0.200
C -3.292 0.703 -2.636 -0.296 0.406 0.264 -1.315
H -3.908 0.113 -3.329 0.195 0.262 0.147 0.419
H -3.940 1.122 -1.854 0.008 -0.069 -0.348 0.413
H -2.817 1.529 -3.182 -0.101 -0.198 0.169 0.369
C -2.881 -2.019 -1.949 -0.143 -0.441 0.421 -1.168
H -3.315 -2.250 -0.966 0.091 -0.056 -0.294 0.339
H -3.688 -1.999 -2.695 0.329 0.016 0.185 0.444
H -2.160 -2.807 -2.208 -0.192 0.228 0.169 0.398
C 3.413 0.593 1.874 -0.130 -0.476 0.479 -1.007
H 4.182 1.274 2.265 -0.235 -0.240 -0.189 0.406
H 2.851 0.170 2.719 0.293 0.033 -0.164 0.189
H 3.891 -0.226 1.321 -0.200 0.178 0.215 0.393
C 2.678 3.233 1.196 -0.491 0.389 0.162 -1.361
H 1.996 3.586 1.982 0.330 0.097 -0.134 0.424
H 3.711 3.284 1.568 -0.323 0.038 -0.203 0.412
H 2.567 3.878 0.315 0.004 -0.094 0.236 0.395
C 0.020 -1.459 4.337 0.115 -0.349 0.057 -0.888
Si -1.212 -1.677 2.930 -1.660 -0.966 1.712 1.035
C -0.168 -2.324 1.467 0.281 0.320 -0.555 -1.119
C -2.503 -3.096 3.060 1.076 -1.495 -0.958 -1.101
H 0.842 -0.785 4.060 0.004 -0.120 0.077 0.064
H 0.441 -2.433 4.629 0.119 0.286 -0.027 0.327
H -0.496 -1.038 5.212 0.218 -0.122 -0.321 0.291
H 0.146 -3.363 1.659 -0.071 0.363 -0.070 0.432
H -0.730 -2.335 0.519 -0.045 -0.047 0.017 0.131
H 0.757 -1.743 1.317 0.200 0.113 -0.096 0.241
H -2.657 -3.378 4.109 0.037 0.217 -0.227 0.327
H -3.473 -2.813 2.630 0.292 0.114 0.112 0.282
H -2.126 -3.974 2.520 -0.374 -0.498 0.027 0.308
```
Positions in Å, forces in eV/Å.

***

# 3
Below is a molecular structure, C19H35N4V, with properties calculated with ωB97M-V/def2-TZVPD.

## Properties
max |F| = 2.0 eV/A
HOMO-LUMO gap (spin up / spin down) = 6.1 / 6.9 eV
2S+1 = 3
HOMO (spin up / spin down) = -0.5470 / -0.5474 hartree
charge = +2
LUMO (spin up / spin down) = -8.77 / -7.96 eV

XYZ file:
```
59
Properties=species:S:1:pos:R:3:forces:R:3:mulliken_spin:R:1
C 0.112 -0.849 -3.151 0.148 0.559 -0.679 0.000
H 0.065 -1.807 -3.683 -0.111 0.099 0.308 0.000
H -0.678 -0.206 -3.556 0.058 -0.117 -0.001 0.007
H -0.116 -1.039 -2.096 -0.226 -0.217 0.424 0.022
C 1.488 -0.197 -3.319 0.089 -0.270 -0.009 -0.008
H 1.519 0.743 -2.754 0.057 0.208 0.057 0.007
H 2.256 -0.847 -2.880 -0.094 0.091 -0.066 0.001
C 1.833 0.079 -4.787 -0.084 0.073 0.006 0.001
H 2.819 0.545 -4.887 -0.206 -0.118 0.062 0.000
H 1.838 -0.850 -5.369 0.001 0.149 0.157 0.000
H 1.095 0.751 -5.242 0.121 -0.110 0.070 0.000
C -0.964 1.827 1.325 -0.556 1.050 0.764 -0.123
C -0.237 2.740 0.457 -0.246 -0.627 0.649 -0.004
C -0.897 2.717 -0.771 -0.411 0.073 -0.437 -0.205
C -2.111 1.923 -0.641 0.195 0.164 -0.665 0.001
C -2.206 1.451 0.667 0.842 -0.076 0.585 -0.097
C -3.345 0.730 1.303 -0.010 -0.397 -0.124 0.014
C -3.115 1.751 -1.732 -0.052 -0.267 -0.154 0.019
C -0.512 3.455 -2.010 0.264 -0.128 -0.164 0.023
C 0.956 3.545 0.844 0.372 -0.205 -0.172 0.009
C -0.697 1.656 2.784 0.084 0.005 0.171 0.004
V -0.293 0.556 -0.191 0.072 -0.433 -1.126 2.331
H -3.793 0.923 -1.532 -0.021 0.050 0.038 -0.001
H -3.723 2.652 -1.852 0.079 0.028 0.087 -0.005
H -2.642 1.558 -2.696 0.031 0.070 -0.012 -0.002
H -3.949 0.199 0.569 -0.032 0.057 -0.017 0.000
H -3.003 -0.006 2.030 -0.021 0.075 0.101 -0.006
H -4.005 1.425 1.829 0.142 0.071 -0.054 -0.003
H 0.370 1.674 3.004 -0.058 0.180 0.033 -0.001
H -1.165 2.461 3.356 -0.021 -0.005 -0.065 -0.007
H -1.092 0.713 3.159 -0.122 0.054 0.053 -0.002
H 1.565 3.809 -0.020 -0.049 0.053 -0.010 0.004
H 0.660 4.478 1.332 -0.131 -0.101 -0.020 -0.003
H 1.601 3.007 1.538 -0.020 0.009 0.109 -0.006
H -0.663 2.854 -2.907 -0.082 -0.012 -0.015 0.001
H -1.113 4.360 -2.131 -0.056 -0.056 0.101 -0.007
H 0.534 3.757 -1.994 -0.023 0.047 0.042 -0.001
C 1.356 -1.919 0.051 1.159 -1.417 -0.410 0.012
N 0.480 -1.116 0.952 -0.263 1.349 -0.517 -0.046
C 1.300 -0.798 2.155 1.178 -0.892 1.327 0.046
N 1.773 -2.025 2.827 -0.013 0.499 -0.320 0.000
C 2.615 -2.793 1.903 0.512 -0.205 0.177 0.001
N 1.838 -3.150 0.708 -0.092 0.547 -0.399 -0.002
C 0.671 -3.963 1.105 -0.104 -0.360 -0.250 0.000
N -0.189 -3.201 2.028 -0.421 0.472 -0.349 0.000
C -0.660 -1.966 1.359 -0.628 -1.432 0.799 0.037
C 0.602 -2.840 3.219 -0.082 0.094 0.375 -0.003
H 2.216 -1.305 -0.299 -0.404 -0.292 0.427 -0.008
H 0.817 -2.258 -0.839 -0.196 0.211 0.204 0.004
H 0.725 -0.305 2.917 -0.479 0.305 -0.145 0.001
H 2.156 -0.138 1.888 -0.446 -0.569 -0.049 -0.013
H 2.994 -3.711 2.405 -0.419 0.566 -0.361 0.000
H 3.512 -2.199 1.619 -0.637 -0.261 0.097 0.000
H 0.091 -4.269 0.205 0.333 0.358 0.503 0.000
H 1.008 -4.908 1.587 -0.135 0.792 -0.189 0.000
H -1.320 -1.409 2.049 0.466 -0.172 -0.154 -0.025
H -1.277 -2.224 0.470 0.474 -0.015 0.340 0.031
H 0.934 -3.760 3.751 -0.115 0.589 -0.565 0.000
H -0.033 -2.283 3.944 0.387 -0.194 -0.564 0.000
```
Positions in Å, forces in eV/Å.

***

# 4
Below is C9H16O3S2 in the gas phase, with properties calculated with ωB97M-V/def2-TZVPD.

## Properties
max |F| = 5.4 eV/A
SMILES string = CCOC(=O)SC(=S)O[C@H](C)C(C)C
HOMO-LUMO gap = 8.1 eV
HOMO = -0.3211 hartree
LUMO = -0.60 eV

XYZ file:
```
30
Properties=species:S:1:pos:R:3:forces:R:3:mulliken_charge:R:1
C 3.179 3.342 0.305 -2.086 1.271 -0.183 -1.193
C 2.440 3.507 -1.028 -0.972 0.208 3.073 -0.224
O 2.461 2.291 -1.755 1.062 0.129 -1.352 -0.357
C 1.501 1.432 -1.634 -4.130 -0.257 3.436 0.698
O 0.484 1.638 -0.941 2.330 -0.585 -1.692 -0.576
S 1.771 -0.174 -2.391 0.359 -0.075 -1.381 -0.168
C 1.346 -1.290 -1.059 -0.633 0.180 3.512 0.330
S 2.500 -1.627 0.076 -0.400 -0.018 -0.906 -0.218
O 0.060 -1.627 -0.855 0.641 0.769 -1.223 -0.309
C -0.607 -1.696 0.459 -1.238 -0.425 -1.490 -0.107
C -0.697 -3.124 0.980 -3.623 1.469 -1.922 -1.617
C -1.890 -0.841 0.330 -0.547 0.909 -0.236 0.884
C -2.823 -1.169 -0.857 2.681 -0.189 -0.288 -1.490
C -2.651 -0.912 1.639 -1.557 -0.129 -1.244 -1.779
H 2.694 2.713 1.036 -0.845 -0.107 0.002 0.299
H 3.259 4.349 0.737 0.539 -0.360 -0.038 0.360
H 4.032 2.836 0.109 3.386 -0.887 -0.346 0.388
H 2.844 4.294 -1.594 0.925 0.512 -1.145 0.429
H 1.495 3.898 -0.649 -0.814 -0.722 -1.069 0.233
H -0.022 -1.282 1.201 1.750 1.727 1.091 0.643
H 0.255 -3.346 1.240 2.774 -1.505 0.717 0.480
H -1.350 -3.051 1.836 0.073 -0.328 0.488 0.445
H -1.202 -3.762 0.246 0.501 -0.260 0.190 0.315
H -1.640 0.236 0.203 0.561 -0.734 -0.099 0.207
H -3.049 -2.227 -0.893 -0.297 -0.240 -0.029 0.312
H -3.697 -0.569 -0.816 -0.822 0.444 -0.021 0.471
H -2.202 -0.910 -1.744 -0.852 -0.262 0.193 0.298
H -3.483 -0.143 1.714 1.040 -1.066 -0.080 0.367
H -1.988 -0.853 2.439 1.029 0.558 1.685 0.480
H -3.021 -1.932 1.664 -0.837 -0.025 0.359 0.399
```
Positions in Å, forces in eV/Å.